## i
# C2H3N2O2

A molecular structure, C2H3N2O2 (ωB97M-V/def2-TZVPD, the OMol25 dataset).

Geometry as XYZ:
```
9
C2H3N2O2 (ωB97M-V/def2-TZVPD)
C -1.3270 -2.7155 0.6755
C 1.4542 -0.8773 -0.2897
N -1.5351 -3.2811 -0.3129
N -0.4019 -0.4064 1.6048
O -1.1736 -2.1069 1.7185
O 0.8145 -0.5773 1.4713
H 1.8984 -1.8113 -0.3004
H 2.2649 0.0136 -0.5176
H 0.7109 -0.7482 -1.0636
```

Properties
total charge: -1
HOMO-LUMO gap (alpha / beta): 0.27604 / 0.27238 Eh

## ii
# C2H3N2O2

A molecular structure, C2H3N2O2 (ωB97M-V/def2-TZVPD, the OMol25 dataset).

Geometry as XYZ:
```
9
C2H3N2O2 (ωB97M-V/def2-TZVPD)
C 1.8729 -0.0772 -0.1639
C -1.0310 -0.5473 0.0021
N 2.8212 -0.6549 -0.4882
N 0.7024 0.2210 0.4071
O 0.2423 1.5725 0.4220
O -1.9579 0.3563 -0.1113
H -1.1828 -1.3212 0.7287
H -0.7774 1.4303 0.1093
H -0.6898 -0.9794 -0.9059
```

Properties
total charge: -1
HOMO-LUMO gap: 0.29509 Eh

## iii
# C2H3N2O2

A molecular structure, C2H3N2O2 (ωB97M-V/def2-TZVPD, the OMol25 dataset).

Geometry as XYZ:
```
9
C2H3N2O2 (ωB97M-V/def2-TZVPD)
C -0.9773 0.3847 0.0794
C -0.2443 -0.5029 0.7890
N -0.0237 1.1339 -0.6968
N 1.1731 -0.3436 0.6173
O 1.5422 -1.4416 -0.6537
O 1.1722 0.9049 -0.0631
H -2.0467 0.3944 0.1058
H -0.6477 -1.2279 1.5272
H 0.0522 0.6981 -1.7052
```

Properties
total charge: -1
HOMO-LUMO gap: 0.26448 Eh

## iv
# C2H3N2O2

A gas-phase ion, C2H3N2O2 (charge -1) (ωB97M-V/def2-TZVPD, the OMol25 dataset).

Geometry as XYZ:
```
9
C2H3N2O2 (ωB97M-V/def2-TZVPD)
C -0.9918 0.4812 0.1486
C 0.4900 0.7265 0.2549
N -2.0282 1.0397 0.1075
N 0.3430 -1.5958 -0.0981
O -1.0137 -1.1988 0.0117
O 1.1098 -0.5153 0.5156
H 0.4857 -1.5484 -1.1629
H 1.0110 1.1778 -0.7404
H 0.5941 1.4331 0.9631
```

Properties
total charge: -1
HOMO-LUMO gap: 0.26234 Eh

Most stable one: ii, least stable one: iii.

## i
# CH6Si2

2 unconnected molecules or ions with the total composition CH6Si2 (ωB97M-V/def2-TZVPD, the OMol25 dataset).

Geometry as XYZ:
```
9
CH6Si2 (ωB97M-V/def2-TZVPD)
C -0.9213 -0.2432 -0.3177
Si 0.8969 -0.3104 -0.7589
Si 0.2575 0.2680 1.2926
H -1.5239 0.6078 -0.5805
H -1.5149 -1.1660 -0.2932
H 1.6629 -1.5082 -1.0660
H 1.3253 0.7470 -2.4981
H 0.0565 1.6412 1.6813
H -0.2391 -0.0362 2.5405
```

Properties
HOMO-LUMO gap: 0.31148 Eh

## ii
# CH6Si2

A molecular structure, CH6Si2 (ωB97M-V/def2-TZVPD, the OMol25 dataset).

Geometry as XYZ:
```
9
CH6Si2 (ωB97M-V/def2-TZVPD)
C -0.8271 0.3080 -0.5201
Si -0.3756 1.3488 1.1047
Si 0.8560 -0.4484 -0.4024
H -1.5378 -0.5111 -0.4909
H -0.9454 0.9969 -1.3136
H -1.1877 0.2855 1.9831
H 1.0161 -1.1274 1.3365
H 1.1446 -1.6401 -1.1145
H 1.8570 0.7878 -0.5828
```

Properties
HOMO-LUMO gap: 0.30016 Eh

Most stable one: ii, least stable one: i.

## i
# C5H5NS

A single C5H5NS molecule (ωB97M-V/def2-TZVPD, the OMol25 dataset).

Geometry as XYZ:
```
12
C5H5NS (ωB97M-V/def2-TZVPD)
C 1.4196 -1.2140 -0.4784
C 0.3784 -0.3457 0.0724
N 0.6038 0.3499 1.0914
C -0.5789 1.1729 1.2801
C -1.5416 1.0346 0.3467
C -0.9476 0.1406 -0.6239
S -1.4565 -0.1302 -2.1960
H 1.0270 -2.2900 -0.5449
H 1.8864 -0.8784 -1.3559
H 2.2384 -1.1560 0.2315
H -0.5710 1.6530 2.1939
H -2.4579 1.6632 -0.0168
```

Properties
structure (SMILES): CC1=NC=CC1=S
HOMO-LUMO gap: 0.26919 Eh

## ii
# C5H5NS

2 unconnected molecules or ions with the total composition C5H5NS (ωB97M-V/def2-TZVPD, the OMol25 dataset).

Geometry as XYZ:
```
12
C5H5NS (ωB97M-V/def2-TZVPD)
C 1.1649 2.9185 -0.2320
C 1.2979 1.8193 0.2505
C -0.7861 -1.0267 0.2194
C -1.6320 -0.1617 0.6707
C 0.5613 -0.8857 0.7465
N 0.6898 0.3014 1.5437
S -0.8563 0.8912 1.7613
H 0.7941 3.7441 -0.7853
H -1.1073 -1.6202 -0.6061
H -2.6938 0.0898 0.3633
H 0.7758 -1.6782 1.3648
H 1.1639 -0.9251 -0.1093
```

Properties
HOMO-LUMO gap (alpha / beta): 0.27743 / 0.27745 Eh

## iii
# C5H5NS

A single C5H5NS molecule (ωB97M-V/def2-TZVPD, the OMol25 dataset).

Geometry as XYZ:
```
12
C5H5NS (ωB97M-V/def2-TZVPD)
C 0.4813 2.0359 0.1678
C -0.3583 0.7437 -0.1213
N -1.5791 0.7429 -0.2401
C -1.9531 -0.5606 -0.1189
C -0.9779 -1.3879 0.2858
C 0.2294 -0.5506 0.1117
S 1.7878 -0.6905 -0.1191
H 1.0223 1.8351 1.1800
H 1.2352 2.5201 -0.5524
H -0.1541 3.0298 0.4941
H -3.0249 -0.7915 -0.1522
H -1.1591 -2.4279 0.6660
```

Properties
structure (SMILES): CC1=NC=CC1=S
HOMO-LUMO gap: 0.27014 Eh

Most stable one: i, least stable one: ii.

## i
# C5H12O3

3 unconnected molecules or ions with the total composition C5H12O3 (ωB97M-V/def2-TZVPD, the OMol25 dataset).

Geometry as XYZ:
```
20
C5H12O3 (ωB97M-V/def2-TZVPD)
C -1.9109 -0.7047 1.8009
C -1.2084 -0.2422 0.7469
C 0.0792 -0.7408 0.3970
C 1.0865 -0.1371 -0.3346
C 2.4152 -0.7731 -0.6224
O 0.8436 1.0524 -0.9323
H -2.8892 -0.2654 2.0622
H -1.6392 -1.4999 2.4205
H -1.5830 0.4702 0.1213
H 0.5613 -1.6327 0.9273
H 2.7569 -1.5883 -0.0007
H 3.2918 -0.1260 -0.5725
H 2.4174 -1.3811 -1.5995
H 1.4951 1.3464 -1.5311
O -0.1014 3.2618 1.3004
H 0.1959 2.5172 0.8357
H -0.9710 3.0671 1.6446
O -1.4346 -1.1620 -2.4623
H -1.0787 -0.6757 -1.6839
H -2.3265 -0.7862 -2.5177
```

Properties
structure (SMILES): C=C/C=C(/C)O.O.O
HOMO-LUMO gap: 0.32725 Eh

## ii
# C5H12O3

3 unconnected molecules or ions with the total composition C5H12O3 (ωB97M-V/def2-TZVPD, the OMol25 dataset).

Geometry as XYZ:
```
20
C5H12O3 (ωB97M-V/def2-TZVPD)
C -0.6045 -0.4423 2.3055
C -0.3024 -0.0429 0.8655
C -0.6004 -0.7208 -0.2351
C -0.1983 -0.2039 -1.5939
C 0.0602 -1.0027 -2.6219
O 0.2462 -0.4160 -3.8410
H 0.2430 0.0699 2.9609
H -1.6843 -0.0109 2.4761
H -0.5937 -1.4914 2.4860
H 0.2581 0.8488 0.6953
H -1.0765 -1.6864 -0.1825
H -0.0394 0.9064 -1.4925
H 0.2553 -2.0939 -2.6722
H 0.4037 0.5999 -3.7482
O -0.8497 3.7743 -0.6120
H -0.3751 3.6803 0.2050
H -1.6152 3.2392 -0.6772
O 2.4140 -1.5601 2.1874
H 2.4591 -2.2613 1.6178
H 1.5999 -1.1861 1.8769
```

Properties
structure (SMILES): C/C=C/C=C/O.O.O
HOMO-LUMO gap: 0.33192 Eh

## iii
# C5H12O3

A molecular structure, C5H12O3 (ωB97M-V/def2-TZVPD, the OMol25 dataset).

Geometry as XYZ:
```
20
C5H12O3 (ωB97M-V/def2-TZVPD)
C 0.0293 -0.1372 -1.1766
C -1.0324 -0.1150 -0.2429
C 1.7533 0.2043 2.2490
C 0.2819 -1.3982 -1.9760
C -1.7053 1.1322 0.2099
O 0.9339 0.2818 1.1263
O 0.0888 1.0184 -1.9920
O -1.4427 -1.2910 0.2426
H 0.6812 1.6521 -1.5744
H -1.8622 -1.1633 1.1036
H 0.9194 -0.0196 -0.1301
H 2.7229 0.7050 2.0965
H 1.2769 0.7223 3.0970
H 1.9443 -0.8291 2.5803
H 1.2701 -1.3402 -2.4299
H -0.4464 -1.5027 -2.7826
H 0.2187 -2.2767 -1.3372
H -2.2233 0.9834 1.1584
H -2.4288 1.4440 -0.5535
H -0.9799 1.9296 0.3317
```

Properties
HOMO-LUMO gap: 0.32355 Eh

## iv
# C5H12O3

3 unconnected molecules or ions with the total composition C5H12O3 (ωB97M-V/def2-TZVPD, the OMol25 dataset).

Geometry as XYZ:
```
20
C5H12O3 (ωB97M-V/def2-TZVPD)
C -0.7896 2.5563 -0.2636
C 0.4546 2.2708 -0.6991
O 1.4872 2.7539 0.1569
C 0.9798 1.4396 -1.8435
C 0.4729 0.2519 -1.9971
C 0.8477 -0.6952 -3.1459
H -1.0752 3.2332 0.5963
H -1.8052 2.2560 -0.5813
H 2.0684 3.2675 -0.5088
H 1.8686 1.8482 -2.5168
H -0.3258 -0.2409 -1.4520
H 1.1749 -0.1340 -4.1111
H 1.5566 -1.3949 -2.7932
H 0.0974 -1.2093 -3.6328
O -0.4504 -1.8859 5.0215
H 0.5565 -2.2237 4.7948
H -0.7948 -1.7152 4.2226
O -2.3598 -3.5906 2.6230
H -2.5262 -3.2964 3.4566
H -1.4375 -3.4912 2.6735
```

Properties
structure (SMILES): C=C(O)/C=C/C.O.O
HOMO-LUMO gap: 0.34713 Eh

Most stable one: i, least stable one: iv.

## i
# C5H12O3

2 unconnected molecules or ions with the total composition C5H12O3 (ωB97M-V/def2-TZVPD, the OMol25 dataset).

Geometry as XYZ:
```
20
C5H12O3 (ωB97M-V/def2-TZVPD)
C -0.0075 1.5552 -1.1588
C -1.0056 0.5275 -0.7605
C -0.8739 -0.4332 0.2043
C 0.2761 -0.5204 1.1855
C 1.6078 -0.9407 0.5656
O 0.5567 0.7249 1.8340
O -0.6367 1.1618 2.5180
H -0.4479 2.2743 -1.8470
H 0.8599 1.1014 -1.6377
H 0.3550 2.0924 -0.2783
H -1.9814 0.6332 -1.2207
H -1.7884 -0.8985 0.5547
H -0.0023 -1.2441 1.9640
H 2.3524 -1.1036 1.3431
H 1.4669 -1.8665 0.0118
H 1.9782 -0.1819 -0.1172
H -0.2563 1.6027 3.2834
O -0.5447 -1.2936 -2.3104
H -1.1478 -1.7692 -2.8926
H -0.7605 -1.4219 -1.2411
```

Properties
structure (SMILES): C/C=C\[C@@H](C)OO.O
HOMO-LUMO gap: 0.36570 Eh

## ii
# C5H12O3

3 unconnected molecules or ions with the total composition C5H12O3 (ωB97M-V/def2-TZVPD, the OMol25 dataset).

Geometry as XYZ:
```
20
C5H12O3 (ωB97M-V/def2-TZVPD)
C -1.7986 -1.5187 0.4511
C -1.0888 -0.8209 -0.4125
C 0.3884 -0.7138 -0.2779
O 0.8862 -0.1421 0.8610
C 1.2274 -1.4124 -1.0507
C 2.6712 -1.4975 -0.6932
H -1.3311 -1.8814 1.3694
H -2.7951 -1.9418 0.4048
H -1.6121 -0.4330 -1.2781
H 0.1765 0.2765 1.3433
H 0.8728 -2.0389 -1.8551
H 2.8440 -2.1383 0.1803
H 3.2975 -1.9101 -1.4850
H 3.0640 -0.5160 -0.4190
O 0.6722 4.0334 -1.6607
H 1.0945 3.3709 -2.2430
H 0.7117 3.6562 -0.7745
O -2.8336 1.8922 2.2194
H -3.7476 1.6011 2.1837
H -2.6996 2.1346 3.1368
```

Properties
structure (SMILES): C=C/C(O)=C/C.O.O
HOMO-LUMO gap: 0.32470 Eh

Most stable one: ii, least stable one: i.

## i
# BF4H18O9

10 unconnected molecules or ions with the total composition BF4H18O9 (ωB97M-V/def2-TZVPD, the OMol25 dataset).

Geometry as XYZ:
```
32
BF4H18O9 (ωB97M-V/def2-TZVPD)
B 1.3661 0.1123 -0.3403
F 1.9881 -1.0897 -0.5293
F 0.0431 -0.1357 -0.2673
F 1.8871 0.7543 0.7837
F 1.5001 0.8693 -1.4472
O 0.1231 -3.2367 0.0537
H -0.7599 -3.3857 0.3877
H 0.1941 -2.3677 -0.4023
O 1.5521 -0.1787 3.2677
H 1.6191 0.2943 2.4347
H 0.6141 -0.2597 3.4098
O -1.1539 -1.9767 -2.4743
H -0.8629 -1.0987 -2.3312
H -2.0639 -1.9047 -2.1872
O -0.5029 3.5503 -0.9672
H -0.1249 3.9393 -0.1642
H 0.3001 3.2863 -1.4543
O 0.3131 2.6653 2.2867
H 0.4991 1.9663 1.6818
H -0.4759 2.3703 2.6827
O 1.3781 -2.6367 2.2227
H 1.5231 -1.7367 2.4048
H 1.1591 -2.6057 1.2927
O 0.2571 0.1323 -3.6492
H 0.7681 0.3133 -2.8233
H 0.9051 0.0883 -4.2873
O -2.4399 1.8843 -0.0213
H -2.5769 1.5493 -0.9023
H -1.5569 2.2493 -0.1703
O -1.9019 -1.4887 0.6637
H -2.3499 -0.6747 0.7737
H -1.2189 -1.2497 0.0717
```

Properties
total charge: -1
HOMO-LUMO gap: 0.34559 Eh

## ii
# BF4H18O9

A molecular structure, BF4H18O9 (ωB97M-V/def2-TZVPD, the OMol25 dataset).

Geometry as XYZ:
```
32
BF4H18O9 (ωB97M-V/def2-TZVPD)
B -0.0537 -0.2375 0.0586
F 0.7798 -0.8291 0.9671
F -1.2593 -0.1751 0.7139
F 0.3797 1.0864 -0.0988
F -0.0816 -0.8698 -1.1226
O -0.6092 -2.0675 2.0462
H -0.2030 -1.4072 1.4849
H -0.4390 -1.7625 2.9374
O 1.0632 2.3639 0.8342
H 1.4390 2.5753 -0.0204
H 0.7038 1.4833 0.7272
O -2.2793 -0.4606 2.2961
H -1.7435 -0.4903 1.5034
H -2.1013 -1.2911 2.7374
O -0.7427 -2.6197 -0.4937
H -0.6643 -1.7217 -0.8156
H -1.3150 -2.5517 0.2705
O -1.7066 1.6518 1.7997
H -1.0497 1.3656 1.1651
H -2.0467 0.8400 2.1758
O -0.5686 2.6817 -1.9440
H 0.1824 3.1781 -2.2695
H -0.1849 2.0010 -1.3911
O 0.7260 -1.7125 -2.9174
H 0.4544 -1.2239 -3.6945
H 0.6101 -1.0965 -2.1940
O 2.7115 0.0904 0.3249
H 1.8257 -0.2082 0.1188
H 3.1310 -0.6669 0.7333
O 0.7822 0.7618 -2.2842
H 1.7269 0.6073 -2.2871
H 0.5327 0.7051 -1.3618
```

Properties
total charge: -1
HOMO-LUMO gap: 0.34911 Eh

Most stable one: i, least stable one: ii.